[1]
Density functional theory data (wB97M-V/def2-TZVPD) for a cluster of 5 separate species, C21H45N2O7 in total in a non-equilibrium geometry.

Its total charge is +1. For the total energy, the calculation gives -39808.1316 eV. Its HOMO energy is -11.581 eV. The calculation puts the largest force on an atom at 0.117 Eh/bohr. As for the HOMO-LUMO gap: 6.285 eV.

Cartesian coordinates (Å):
N -3.99 3.73 1.64
C -3.48 2.50 2.31
C -4.26 1.15 1.94
O -4.96 1.21 0.65
C -3.41 -0.20 2.06
C -1.91 -0.13 1.53
C -1.68 0.42 0.09
C -0.23 0.56 -0.49
C -0.02 1.13 -1.97
O 0.96 1.85 -2.31
O -1.05 0.80 -2.93
C 0.94 0.13 0.47
C 0.58 -0.43 1.87
N -0.78 -0.54 2.36
H -4.82 4.12 2.10
H -4.12 3.61 0.62
H -2.34 2.48 2.15
H -3.63 2.68 3.44
H -5.12 1.06 2.72
H -4.85 0.36 0.17
H -3.43 -0.54 3.17
H -3.93 -1.06 1.48
H -2.60 0.71 -0.53
H -1.81 1.38 -2.66
H 2.02 0.26 0.09
H 1.41 -0.75 2.60
H -1.00 -0.92 3.30
C 0.32 -5.46 2.35
C 0.37 -4.36 1.30
C 0.64 -4.93 -0.08
O 1.40 -3.43 1.64
H 1.27 -5.99 2.41
H 0.13 -5.03 3.34
H -0.48 -6.18 2.13
H -0.58 -3.81 1.29
H 1.60 -5.45 -0.11
H 0.69 -4.13 -0.83
H -0.14 -5.63 -0.38
H 2.24 -3.91 1.65
C 3.08 4.51 -5.77
C 3.56 4.91 -4.38
C 4.64 3.96 -3.87
O 2.45 4.90 -3.48
H 2.65 3.50 -5.76
H 2.30 5.19 -6.12
H 3.91 4.52 -6.49
H 3.95 5.93 -4.41
H 4.25 2.94 -3.80
H 4.96 4.25 -2.87
H 5.51 3.96 -4.54
H 2.10 4.00 -3.45
C -1.05 4.95 4.23
C -1.57 4.63 5.62
C -0.76 5.35 6.69
O -1.49 3.22 5.84
H -0.01 4.63 4.12
H -1.63 4.41 3.47
H -1.11 6.02 4.02
H -2.62 4.91 5.70
H 0.29 5.04 6.67
H -1.14 5.10 7.69
H -0.81 6.43 6.56
H -0.57 2.96 5.78
C 1.01 -5.83 -5.33
C 1.52 -6.08 -3.92
C 2.67 -7.08 -3.91
O 0.46 -6.58 -3.11
H 0.63 -6.76 -5.77
H 0.18 -5.12 -5.31
H 1.80 -5.43 -5.97
H 1.85 -5.14 -3.47
H 2.35 -8.05 -4.31
H 3.02 -7.26 -2.89
H 3.51 -6.71 -4.51
H 0.16 -7.42 -3.49

---

[2]
Density functional theory data (wB97M-V/def2-TZVPD) for a structure of composition C21H45N3O8PS3 in a non-equilibrium geometry.

Its total charge is -1. The spin multiplicity is 3. For the total energy, the calculation gives -85149.5311 eV. Its HOMO energy (alpha / beta) is -5.716 / -5.716 eV. As for the expectation value of S²: 2.0082. The calculation puts the largest force on an atom at 0.031 Eh/bohr. As for the HOMO-LUMO gap (alpha / beta): 8.108 / 8.054 eV.

Cartesian coordinates (Å):
C 4.90 -2.14 0.00
P 3.57 -1.15 0.77
C 3.17 -0.03 -0.60
S 2.05 -2.71 0.78
O 1.62 -2.88 -0.60
O 2.76 -3.83 1.37
N 0.83 -2.38 1.78
S -0.01 -1.03 1.58
O 0.79 0.17 1.61
O -1.11 -1.06 2.50
S -1.05 -1.02 -0.48
C -1.30 -2.68 -1.09
O -0.26 -0.25 -1.42
O -2.37 -0.48 -0.19
H 5.21 -2.94 0.66
H 4.54 -2.54 -0.95
H 5.71 -1.45 -0.22
H 3.16 -0.56 -1.55
H 2.23 0.47 -0.41
H 3.96 0.72 -0.62
H -2.28 -2.72 -1.56
H -1.19 -3.38 -0.26
H -0.50 -2.88 -1.80
C 1.47 -2.27 -7.95
C 2.10 -2.17 -6.55
C 1.43 -3.14 -5.57
C 0.06 -2.67 -5.09
C 0.16 -1.27 -4.50
C 0.75 -0.26 -5.48
N 2.05 -0.77 -6.03
O 3.02 -0.55 -5.21
C -0.26 0.04 -6.60
C 1.00 1.07 -4.77
C 3.56 -2.59 -6.74
H 0.48 -1.82 -8.02
H 2.10 -1.77 -8.69
H 1.37 -3.32 -8.23
H 2.08 -3.27 -4.70
H 1.36 -4.12 -6.05
H -0.67 -2.72 -5.90
H -0.30 -3.36 -4.32
H -0.83 -0.91 -4.20
H 0.76 -1.29 -3.59
H 0.21 0.57 -7.43
H -1.05 0.67 -6.20
H -0.76 -0.85 -6.99
H 1.62 0.95 -3.89
H 0.04 1.47 -4.45
H 1.47 1.79 -5.44
H 4.09 -1.87 -7.36
H 3.57 -3.56 -7.24
H 4.08 -2.68 -5.80
C -2.26 1.84 3.98
C -1.52 1.94 5.33
C -2.08 0.94 6.34
C -3.42 1.35 6.94
C -3.33 2.76 7.54
C -2.84 3.79 6.53
N -1.58 3.33 5.88
O -0.57 3.57 6.64
C -3.95 4.07 5.50
C -2.58 5.12 7.23
C -0.08 1.55 5.00
H -3.26 2.26 3.98
H -1.69 2.36 3.21
H -2.35 0.80 3.67
H -1.36 0.81 7.15
H -2.17 -0.03 5.85
H -4.21 1.30 6.19
H -3.70 0.64 7.73
H -4.30 3.07 7.93
H -2.64 2.73 8.39
H -3.57 4.62 4.65
H -4.73 4.68 5.97
H -4.45 3.17 5.15
H -1.88 5.02 8.06
H -3.52 5.50 7.63
H -2.18 5.86 6.53
H 0.38 2.28 4.34
H -0.10 0.60 4.49
H 0.55 1.46 5.89

---

[3]
Density functional theory data (wB97M-V/def2-TZVPD) for a cluster of 3 separate species, C21H45N4O2 in total in a non-equilibrium geometry.

Its total charge is +1. The spin multiplicity is 3. For the total energy, the calculation gives -32549.0435 eV. Its HOMO energy (alpha / beta) is -10.480 / -11.060 eV. As for the expectation value of S²: 2.0099. The calculation puts the largest force on an atom at 0.116 Eh/bohr. As for the HOMO-LUMO gap (alpha / beta): 6.594 / 7.175 eV.

Cartesian coordinates (Å):
C -0.91 4.94 -3.00
C -1.94 6.09 -3.62
N -1.47 7.04 -4.51
C -3.55 6.15 -3.27
N -4.19 4.84 -3.76
H -1.46 4.21 -2.27
H -0.52 4.32 -3.95
H 0.05 5.42 -2.50
H -2.24 7.67 -4.84
H -4.09 7.01 -3.90
H -3.79 6.38 -2.15
H -4.86 4.49 -3.03
H -3.44 4.12 -3.97
H -4.68 5.07 -4.68
C -2.32 -2.01 -2.63
C -1.54 -0.98 -3.49
C -0.32 -1.66 -4.18
C 0.88 -1.88 -3.27
C 1.25 -0.61 -2.52
C 0.04 0.00 -1.75
N -1.16 0.18 -2.63
O -0.91 1.28 -3.47
C -0.30 -0.92 -0.55
C 0.50 1.33 -1.07
C -2.55 -0.60 -4.63
H -2.77 -1.53 -1.74
H -3.16 -2.46 -3.17
H -1.70 -2.84 -2.29
H 0.01 -1.05 -5.03
H -0.63 -2.63 -4.61
H 0.68 -2.70 -2.56
H 1.73 -2.21 -3.87
H 2.07 -0.82 -1.83
H 1.64 0.12 -3.24
H -1.17 -0.55 0.00
H 0.54 -0.95 0.17
H -0.48 -1.96 -0.82
H 0.89 2.06 -1.79
H 1.30 1.15 -0.35
H -0.33 1.80 -0.53
H -3.43 -0.09 -4.23
H -2.90 -1.50 -5.16
H -2.10 0.04 -5.40
C 3.63 -2.52 5.40
C 3.02 -2.39 3.98
C 3.06 -0.92 3.49
C 1.98 -0.02 4.09
C 0.60 -0.65 3.97
C 0.55 -2.08 4.56
N 1.63 -2.96 4.01
O 1.27 -3.30 2.69
C 0.66 -1.99 6.11
C -0.88 -2.67 4.33
C 4.00 -3.20 3.07
H 3.14 -3.30 5.99
H 4.69 -2.79 5.37
H 3.58 -1.58 5.96
H 2.95 -0.89 2.40
H 4.04 -0.48 3.70
H 2.21 0.20 5.14
H 1.99 0.95 3.57
H -0.13 0.00 4.46
H 0.32 -0.67 2.91
H 0.67 -2.98 6.56
H -0.20 -1.45 6.53
H 1.54 -1.45 6.46
H -1.17 -2.69 3.27
H -1.64 -2.06 4.84
H -0.95 -3.69 4.73
H 4.01 -4.27 3.34
H 5.02 -2.83 3.17
H 3.75 -3.12 2.00

---

[4]
Density functional theory data (wB97M-V/def2-TZVPD) for a structure of composition C21H46BiNO2P2 in a non-equilibrium geometry.

Its total charge is +2. For the total energy, the calculation gives -52509.0804 eV. Its HOMO energy is -13.175 eV. The calculation puts the largest force on an atom at 0.088 Eh/bohr. As for the HOMO-LUMO gap: 6.564 eV.

Cartesian coordinates (Å):
Bi -0.62 0.14 -0.29
P 0.21 -2.17 -1.20
P 0.46 2.34 0.72
N 1.51 0.62 -1.81
C 1.76 -1.84 -2.14
H 2.48 -2.65 -1.92
H 1.53 -1.94 -3.22
C 2.48 -0.51 -1.88
H 3.04 -0.53 -0.93
H 3.21 -0.33 -2.69
C 2.09 2.01 -1.65
H 1.49 2.68 -2.29
H 3.12 2.02 -2.04
C 2.08 2.47 -0.20
H 2.41 3.52 -0.17
H 2.82 1.88 0.37
C 0.52 2.79 2.53
C 0.70 1.54 3.40
H 1.71 1.12 3.34
H -0.03 0.76 3.11
H 0.50 1.79 4.45
C -0.72 3.51 -0.12
C -2.19 3.29 0.28
H -2.82 3.38 -0.61
H -2.54 4.04 1.01
H -2.38 2.29 0.71
C -1.14 -2.56 -2.41
C -2.43 -3.12 -1.76
H -3.25 -2.97 -2.48
H -2.70 -2.59 -0.84
H -2.37 -4.20 -1.56
C 0.41 -3.63 -0.10
C -0.73 -3.78 0.91
H -0.39 -4.43 1.73
H -1.61 -4.27 0.46
H -1.05 -2.82 1.35
C -2.04 -0.63 1.75
C -0.22 4.97 0.03
H 0.62 5.08 0.73
H 0.11 5.34 -0.95
H -1.04 5.63 0.35
C -0.63 -3.39 -3.60
H -1.38 -4.14 -3.90
H -0.49 -2.72 -4.46
H 0.33 -3.90 -3.41
C 0.63 -4.91 -0.91
H 0.83 -5.73 -0.21
H -0.26 -5.19 -1.50
H 1.50 -4.83 -1.58
C -0.69 3.57 3.03
H -1.62 2.99 2.91
H -0.56 3.76 4.10
H -0.81 4.54 2.53
H 1.43 3.41 2.62
H 1.33 -3.40 0.46
H -0.63 3.24 -1.18
H -1.40 -1.56 -2.79
O -3.15 -0.64 2.02
H 0.99 0.63 -2.70
H -1.51 0.78 -1.68
C 2.31 -1.70 3.81
C 3.56 -1.66 2.95
C 3.12 -0.73 1.83
O 1.71 -0.99 1.61
C 1.21 -1.76 2.76
H 2.27 -2.55 4.48
H 2.19 -0.78 4.38
H 3.78 -2.65 2.53
H 4.43 -1.30 3.47
H 3.23 0.32 2.14
H 3.68 -0.89 0.90
H 1.07 -2.80 2.42
H 0.23 -1.37 3.08

---

[5]
Density functional theory data (wB97M-V/def2-TZVPD) for a cluster of 15 separate species, C21H46Cl28O2P in total in a non-equilibrium geometry.

Its total charge is -1. For the total energy, the calculation gives -386529.9017 eV. Its HOMO energy is -3.101 eV. The calculation puts the largest force on an atom at 0.073 Eh/bohr. As for the HOMO-LUMO gap: 5.016 eV.

Cartesian coordinates (Å):
C 3.16 2.22 -0.19
C 2.45 0.77 -0.41
P 1.36 0.32 1.11
C 0.35 -1.00 0.15
C -1.06 -0.45 -0.42
O -2.06 -0.73 0.65
C -2.64 0.55 0.90
O -2.31 1.23 1.88
C -3.72 1.03 -0.21
C -3.82 2.63 -0.05
H 3.06 2.85 -1.14
H 2.66 2.82 0.64
H 4.29 2.11 -0.02
H 3.26 -0.06 -0.48
H 1.87 0.85 -1.39
H 0.46 1.42 0.71
H 0.48 0.10 2.25
H 2.26 -0.77 1.53
H 2.16 1.20 1.96
H 0.06 -1.82 0.90
H 0.97 -1.53 -0.66
H -1.37 -1.02 -1.35
H -1.02 0.66 -0.69
H -4.73 0.54 -0.07
H -3.31 0.81 -1.25
H -4.37 3.03 -0.96
H -2.75 3.02 0.00
H -4.39 2.83 0.92
C 3.38 5.83 0.71
Cl 1.75 5.19 0.95
Cl 4.57 4.90 1.63
H 3.63 5.78 -0.34
H 3.40 6.87 1.05
C 5.58 -1.30 -2.35
Cl 5.14 0.17 -3.23
Cl 4.21 -1.93 -1.43
H 5.90 -2.05 -3.07
H 6.39 -1.07 -1.66
C -0.20 -0.10 -4.38
Cl -1.84 -0.73 -4.15
Cl 0.97 -1.03 -3.45
H 0.05 -0.16 -5.44
H -0.18 0.93 -4.06
C -4.95 -2.43 -2.47
Cl -6.68 -2.51 -2.12
Cl -4.61 -1.30 -3.79
H -4.42 -2.10 -1.58
H -4.60 -3.43 -2.76
C 1.03 -5.19 0.93
Cl -0.70 -5.27 1.27
Cl 1.37 -4.07 -0.38
H 1.56 -4.86 1.82
H 1.38 -6.19 0.64
C -1.30 7.45 -0.46
Cl -1.59 6.15 -1.63
Cl 0.41 7.87 -0.39
H -1.87 8.32 -0.75
H -1.62 7.11 0.53
C 4.91 8.83 2.94
Cl 4.56 8.83 1.21
Cl 3.80 7.77 3.82
H 5.93 8.47 3.10
H 4.82 9.84 3.32
C -3.44 -6.86 -1.06
Cl -4.77 -7.95 -0.66
Cl -3.99 -5.54 -2.11
H -3.04 -6.43 -0.14
H -2.66 -7.42 -1.58
C -3.76 -4.91 3.37
Cl -4.11 -4.94 1.64
Cl -4.89 -5.94 4.27
H -2.75 -5.27 3.53
H -3.85 -3.89 3.72
C -3.53 -0.45 4.69
Cl -2.61 -1.90 5.12
Cl -4.88 -0.85 3.62
H -3.92 0.00 5.60
H -2.87 0.25 4.18
C 8.26 1.38 -5.28
Cl 6.77 0.89 -6.08
Cl 8.33 0.79 -3.61
H 9.11 0.96 -5.82
H 8.33 2.46 -5.27
C 6.14 2.60 4.83
Cl 6.56 3.09 3.19
Cl 4.65 1.66 4.86
H 6.95 1.99 5.24
H 6.01 3.49 5.45
C -9.67 -0.81 0.28
Cl -9.97 -2.11 -0.88
Cl -7.96 -0.39 0.35
H -10.24 0.07 -0.03
H -10.00 -1.13 1.27
C 0.19 -8.27 -2.20
Cl -0.25 -6.81 -3.08
Cl -1.18 -8.90 -1.27
H 0.51 -9.03 -2.91
H 1.01 -8.04 -1.52

---

Q: Which formula does entry 4 have?
A: C21H46BiNO2P2

---

Q: Among the records above, which one has the lowest largest force on an atom?
A: C21H45N3O8PS3

---

Q: The lowest largest force on an atom belongs to which entry?
A: C21H45N3O8PS3